13
Properties=species:S:1:pos:R:3:forces:R:3 method="wB97M-V/def2-TZVPD" total_energy_ev=-8807.31726 smiles="C=CN.O=CO" multiplicity=1 homo_lumo_gap_ha=0.3573 e_above_lowest_kcal_mol=74.1 charge=0 e_lumo_ev=0.861 molar_mass_g_mol=89.09
C -0.56580 0.76424 -2.09330 -0.72 -0.08 0.42
C -0.87369 0.40318 -0.81357 1.39 1.95 -3.15
N -0.20539 1.19333 0.22904 -2.66 -0.04 1.44
H -0.65663 0.13925 -2.95925 -0.95 -0.74 0.01
H -0.29359 1.74474 -2.47764 0.88 0.13 0.97
H -1.60602 -0.44567 -0.80945 1.33 0.52 1.44
H -0.28192 2.25230 0.16663 0.14 -1.79 -0.80
H -0.73743 1.03110 1.10417 0.72 -0.05 -0.33
O 1.12896 -0.94202 2.79659 -1.70 -0.43 0.70
C 0.78829 -1.65004 1.89108 4.42 2.75 -1.08
O 1.48259 -1.50432 0.70261 -0.98 2.46 -1.51
H 0.19653 -2.51172 1.84613 -1.31 -1.30 0.30
H 1.62410 -0.47437 0.41697 -0.55 -3.41 1.60

13
Properties=species:S:1:pos:R:3:forces:R:3 method="wB97M-V/def2-TZVPD" total_energy_ev=-8807.50648 smiles="CC(=O)N(C)O" multiplicity=1 homo_lumo_gap_ha=0.3650 e_above_lowest_kcal_mol=69.7 charge=0 e_lumo_ev=0.766 molar_mass_g_mol=89.09
C -0.66606 -1.20020 -0.71218 0.60 -1.15 -0.96
C -1.16061 0.06938 -0.16761 -3.67 1.52 2.62
O -2.31866 0.54782 -0.31778 2.00 -1.70 -0.66
N -0.44359 0.64109 0.86301 1.75 -0.68 -0.54
C 0.88727 1.03961 0.40773 -1.15 2.12 0.36
O -1.09047 1.71032 1.44295 0.17 0.33 0.21
H -1.59461 -1.85418 -0.83376 1.59 0.77 -0.29
H -0.17020 -0.86779 -1.64975 -0.59 -0.89 -0.10
H 0.16284 -1.73616 -0.13932 -1.41 0.93 -0.37
H 1.36665 1.68425 1.11555 0.26 -0.20 1.01
H 0.76157 1.74170 -0.41450 0.14 -0.25 -0.67
H 1.46999 0.20843 0.18772 1.02 -1.37 -0.50
H -1.99400 1.45858 1.19917 -0.72 0.58 -0.11

13
Properties=species:S:1:pos:R:3:forces:R:3 method="wB97M-V/def2-TZVPD" total_energy_ev=-8803.00973 multiplicity=1 homo_lumo_gap_ha=0.3365 e_above_lowest_kcal_mol=173.4 charge=0 e_lumo_ev=0.041 molar_mass_g_mol=89.09
C -0.92335 1.24108 -0.43108 -0.01 -0.16 0.03
C -0.76119 -0.06760 -0.09804 -0.20 -0.19 0.05
N -1.43174 -1.11751 0.07530 0.08 0.65 -0.15
O -0.69037 -2.24102 0.43632 -0.06 -0.32 0.06
C 1.32332 -0.48143 0.26635 0.01 -0.02 0.01
O 2.07450 0.50618 0.11265 -0.19 -0.04 -0.04
H -1.24523 1.95804 0.31918 0.04 -0.11 -0.10
H 0.52500 1.95400 -0.42439 -0.04 0.08 -0.06
H -1.04350 1.52704 -1.47257 0.05 -0.04 0.16
H -1.37712 -2.91682 0.50687 0.17 0.10 0.00
H 1.24872 -1.25107 -0.51558 0.04 0.15 0.07
H 1.02708 -0.79566 1.27720 0.04 0.07 -0.11
H 1.29721 1.68810 -0.28637 0.08 -0.17 0.08

13
Properties=species:S:1:pos:R:3:forces:R:3 method="wB97M-V/def2-TZVPD" total_energy_ev=-8808.60263 smiles="NC(=O)CCO" multiplicity=1 homo_lumo_gap_ha=0.4006 e_above_lowest_kcal_mol=44.4 charge=0 e_lumo_ev=0.704 molar_mass_g_mol=89.09
N -0.34916 -0.11463 -1.70456 0.29 0.62 -0.12
C 0.47431 0.55669 -0.88855 0.52 0.66 0.09
O 0.93465 1.54488 -1.48712 0.76 0.43 1.15
C 0.80072 0.23469 0.53679 -0.02 0.05 0.12
C -0.25386 -0.60333 1.24842 0.31 -0.21 -0.01
O -1.51384 0.02818 1.27792 -0.15 0.04 -0.18
H -0.01703 0.66319 -2.44394 -1.76 -2.35 -0.54
H -0.71293 -1.05952 -1.55572 0.29 0.67 -0.64
H 0.92845 1.20116 1.03121 0.02 -0.14 0.03
H 1.77449 -0.27061 0.54639 -0.13 0.04 0.01
H -0.31449 -1.60272 0.78449 -0.04 0.13 0.07
H 0.04058 -0.75276 2.29094 -0.04 0.01 -0.15
H -1.79190 0.17478 0.36373 -0.05 0.05 0.15

13
Properties=species:S:1:pos:R:3:forces:R:3 method="wB97M-V/def2-TZVPD" total_energy_ev=-8809.04150 smiles="COC(=O)CN" multiplicity=1 homo_lumo_gap_ha=0.3889 e_above_lowest_kcal_mol=34.3 charge=0 e_lumo_ev=0.828 molar_mass_g_mol=89.09
C 2.06521 0.01106 -0.15304 0.30 -0.03 -0.16
O 1.14787 0.97209 0.35141 -0.32 -0.30 0.34
C -0.06516 0.43318 0.71717 -0.08 0.39 0.89
O -0.39248 0.36158 1.87692 0.27 0.08 -1.12
C -0.95093 0.06985 -0.45184 -0.23 0.01 0.36
N -2.33597 -0.12571 -0.05885 0.08 -0.13 -0.16
H 2.21678 -0.80054 0.55599 -0.05 -0.08 0.12
H 1.75184 -0.39758 -1.11223 -0.09 -0.02 -0.11
H 3.01132 0.52013 -0.29044 0.07 0.11 -0.02
H -0.86060 0.87052 -1.18342 0.10 0.11 -0.10
H -0.52726 -0.82680 -0.90262 0.06 -0.10 -0.15
H -2.63127 -1.05956 -0.29172 -0.16 -0.11 -0.02
H -2.42934 -0.02824 0.94266 0.06 0.06 0.14

13
Properties=species:S:1:pos:R:3:forces:R:3 method="wB97M-V/def2-TZVPD" total_energy_ev=-8808.18102 multiplicity=1 homo_lumo_gap_ha=0.3258 e_above_lowest_kcal_mol=54.1 charge=0 e_lumo_ev=0.784 molar_mass_g_mol=89.09
C 2.09551 0.25638 -0.19242 0.24 0.10 0.02
O 0.78238 -0.23511 -0.44873 -0.22 0.05 0.02
C -0.19927 0.08091 0.41503 -0.31 -0.07 -0.14
O 0.19641 0.84719 1.46950 -0.01 -0.05 0.06
C -1.48224 -0.28077 0.26260 0.11 0.08 0.19
N -2.09078 -0.76551 -0.93007 0.25 -0.15 -0.19
H 2.69287 -0.04937 -1.05380 -0.12 0.07 0.14
H 2.52094 -0.18424 0.71662 -0.15 0.06 -0.15
H 2.10654 1.34547 -0.09625 -0.01 -0.14 -0.04
H -0.60559 1.32382 1.72025 0.28 -0.02 0.25
H -2.12344 -0.16956 1.13752 0.03 0.20 -0.21
H -1.82110 -0.19109 -1.72171 -0.03 -0.17 0.04
H -1.83936 -1.72438 -1.14268 -0.03 0.04 0.01

13
Properties=species:S:1:pos:R:3:forces:R:3 method="wB97M-V/def2-TZVPD" total_energy_ev=-8807.98857 multiplicity=1 homo_lumo_gap_ha=0.3972 e_above_lowest_kcal_mol=58.6 charge=0 e_lumo_ev=1.014 molar_mass_g_mol=89.09
N -1.72847 -1.67239 -1.10617 -0.11 -0.48 0.18
C -0.83743 -0.76594 -0.69625 0.53 -1.05 0.63
O -0.83180 0.34312 -1.23257 1.29 -1.18 1.66
C 0.76609 1.64433 0.89594 0.10 -0.03 0.25
C 1.38700 0.35205 0.51822 0.05 0.20 -0.09
O 1.37918 -0.61534 1.24137 0.48 -0.05 -0.05
H -1.70257 -2.55023 -0.63639 -0.36 -0.52 -0.15
H -2.36125 -1.47131 -1.86761 0.04 -0.07 0.18
H 0.15167 1.50496 1.78833 0.15 0.13 -0.06
H 0.19048 2.13334 0.09877 0.59 -0.13 0.22
H 1.94651 0.37334 -0.44234 -0.09 -0.24 0.14
H 1.70655 2.15025 1.15298 -0.42 0.84 0.10
H -0.06597 -1.42617 0.28571 -2.24 2.58 -3.01

13
Properties=species:S:1:pos:R:3:forces:R:3 method="wB97M-V/def2-TZVPD" total_energy_ev=-8809.50904 smiles="COCC(N)=O" multiplicity=1 homo_lumo_gap_ha=0.3835 e_above_lowest_kcal_mol=23.5 charge=0 e_lumo_ev=0.855 molar_mass_g_mol=89.09
C 1.67986 0.89938 -0.26166 0.20 0.15 -0.15
O 0.72134 0.43119 0.66538 -0.09 0.03 0.08
C 0.19090 -0.83712 0.35253 0.01 -0.22 -0.09
C -1.29370 -0.83601 -0.03545 0.01 -0.16 -0.07
N -1.96109 0.32736 0.15777 0.00 0.01 -0.11
O -1.81730 -1.84515 -0.47645 0.26 0.33 0.13
H 1.23791 1.13086 -1.24296 -0.02 -0.06 0.19
H 2.49717 0.17709 -0.41625 -0.22 0.08 0.12
H 2.10334 1.81062 0.16380 -0.05 -0.06 -0.10
H 0.31040 -1.49943 1.22079 -0.10 0.11 -0.15
H 0.74423 -1.28541 -0.48118 -0.20 -0.07 0.09
H -2.90805 0.38696 -0.18612 0.15 -0.02 0.17
H -1.50498 1.13965 0.53979 0.06 -0.13 -0.11

13
Properties=species:S:1:pos:R:3:forces:R:3 method="wB97M-V/def2-TZVPD" total_energy_ev=-8806.56489 smiles="C=C(C)N=O.O" multiplicity=1 homo_lumo_gap_ha="0.3161 / 0.3160" e_above_lowest_kcal_mol=91.4 charge=0 e_lumo_ev="-0.908 / -0.908" molar_mass_g_mol=89.09
C -0.04468 -0.86064 0.48036 -0.02 0.15 -0.13
C 0.06168 -0.20903 -0.68032 -0.03 -0.30 0.07
C -0.11895 -0.80904 -2.04194 0.00 -0.05 -0.07
N 0.51958 1.16111 -0.77724 0.01 0.31 0.48
O 0.37546 1.85892 0.20248 0.02 -0.36 -0.51
H 0.12145 -0.38741 1.44544 -0.01 -0.08 -0.27
H -0.32402 -1.91172 0.47807 0.08 0.17 -0.03
H 0.72848 -0.53190 -2.67598 -0.12 -0.06 0.04
H -0.18135 -1.89797 -1.98466 -0.02 0.16 -0.01
H -1.02743 -0.43154 -2.52432 0.12 -0.04 0.06
O -0.34279 1.13028 2.83442 0.13 0.18 0.13
H -0.25828 1.56140 1.96801 -0.05 -0.10 0.18
H 0.49086 1.32753 3.27566 -0.11 0.03 0.06